Entry 1:
{"formula": "C6H10O", "method": "ωB97M-V/def2-TZVPD", "e_homo_ev": -9.89, "relative_energy_kcal_mol": 18.99, "lumo_ev": 1.052, "e_tot_ev": -8430.41671, "smiles": "O=CCCC1CC1", "total_charge": 0, "gap_ev": 10.94, "symbols": ["O", "C", "C", "C", "C", "C", "C", "H", "H", "H", "H", "H", "H", "H", "H", "H", "H"], "positions_angstrom": [[-1.8310, 0.8300, 1.0004], [-1.9537, 0.6805, -0.1932], [-1.2464, -0.3700, -1.0130], [-0.1893, -1.1798, -0.2619], [1.1302, -0.4609, 0.0323], [1.2843, 1.0362, 0.1240], [1.3965, 0.1912, 1.3599], [-2.6486, 1.3314, -0.7688], [-2.0388, -1.0379, -1.3864], [-0.8341, 0.1125, -1.9097], [0.0382, -2.0666, -0.8660], [-0.6339, -1.5552, 0.6683], [1.9955, -0.9518, -0.4074], [2.1900, 1.4773, -0.2853], [0.4078, 1.6691, 0.0363], [2.3737, 0.0619, 1.8183], [0.5596, 0.2319, 2.0523]], "forces_ev_per_angstrom": [[-0.1, -0.1, -0.5], [0.0, 0.0, 0.3], [0.0, 0.0, 0.0], [0.0, 0.0, 0.0], [0.0, -0.1, -0.1], [0.0, 0.2, -0.1], [0.0, 0.0, 0.2], [0.1, -0.1, 0.1], [0.1, 0.1, 0.0], [0.0, 0.0, 0.1], [0.0, 0.2, 0.1], [0.1, 0.1, -0.1], [-0.1, 0.0, 0.1], [-0.2, -0.1, 0.1], [0.1, -0.1, 0.0], [-0.2, 0.0, -0.1], [0.1, 0.0, -0.1]], "mulliken_charge": [-0.444, -0.058, -0.649, -0.785, 0.018, -0.552, -0.604, 0.339, 0.383, 0.340, 0.422, 0.311, 0.391, 0.276, 0.127, 0.279, 0.207]}

=====

Entry 2:
{"formula": "C6H10O", "method": "ωB97M-V/def2-TZVPD", "e_homo_ev": -9.59, "relative_energy_kcal_mol": 52.53, "lumo_ev": 0.220, "e_tot_ev": -8428.96245, "smiles": "C=CC/C=C\\C=O.[H][H]", "total_charge": 0, "gap_ev": 9.81, "symbols": ["C", "C", "C", "C", "C", "C", "O", "H", "H", "H", "H", "H", "H", "H", "H", "H", "H"], "positions_angstrom": [[-2.1394, 0.0050, 0.2150], [-1.0275, -0.5842, 0.6406], [-0.1365, -1.5353, -0.1227], [1.3178, -1.1640, 0.0613], [1.8709, 0.0129, -0.2594], [1.1591, 1.0750, -1.0022], [0.1520, 0.8978, -1.6547], [-2.6968, 0.6541, 0.8867], [-2.5295, -0.1007, -0.7944], [-0.6780, -0.3572, 1.6478], [-0.4030, -1.5589, -1.1843], [-0.2888, -2.5428, 0.2820], [1.9499, -1.8940, 0.5667], [2.9006, 0.2240, 0.0246], [1.6111, 2.0859, -0.9405], [-0.7793, 2.1447, 0.6914], [-0.2827, 2.6379, 0.9421]], "forces_ev_per_angstrom": [[0.1, -0.1, 0.1], [-0.2, 0.1, 0.0], [0.0, 0.0, 0.0], [0.1, 0.2, 0.0], [-0.1, -0.2, 0.0], [-0.2, 0.0, -0.2], [0.5, 0.1, 0.2], [0.1, -0.1, -0.1], [0.1, -0.1, 0.1], [-0.1, -0.1, 0.0], [0.0, 0.1, 0.2], [0.0, 0.1, -0.1], [-0.1, 0.1, 0.0], [-0.1, 0.0, -0.1], [0.0, -0.1, 0.0], [0.1, 0.1, 0.0], [0.0, 0.1, 0.1]], "mulliken_charge": [-0.763, -0.176, -0.539, -0.318, -0.244, -0.110, -0.444, 0.346, 0.232, 0.330, 0.270, 0.340, 0.331, 0.351, 0.400, -0.249, 0.244]}

=====

Entry 3:
{"formula": "C6H10O", "method": "ωB97M-V/def2-TZVPD", "e_homo_ev": -7.92, "relative_energy_kcal_mol": 97.91, "lumo_ev": 1.101, "e_tot_ev": -8426.99447, "total_charge": 0, "gap_ev": 9.03, "symbols": ["C", "C", "O", "C", "C", "C", "C", "H", "H", "H", "H", "H", "H", "H", "H", "H", "H"], "positions_angstrom": [[0.1836, -1.3866, -1.5154], [-0.7604, -0.8461, -0.5064], [-0.5201, -1.5450, 0.7678], [-0.4471, -0.1815, 1.0781], [0.9122, 0.4444, 1.1615], [0.4794, 1.6474, 0.3351], [-0.6440, 0.8585, -0.3803], [1.2110, -1.1395, -1.2329], [0.0928, -2.4723, -1.5833], [-0.0602, -0.8918, -2.4513], [-1.8263, -0.9719, -0.6839], [-1.2472, 0.1248, 1.7248], [1.6468, -0.1437, 0.6035], [1.2604, 0.6039, 2.1748], [0.0504, 2.4112, 1.0107], [1.2814, 2.1344, -0.2283], [-1.6127, 1.3537, -0.2746]], "forces_ev_per_angstrom": [[0.1, -0.1, -0.4], [0.0, 0.7, -1.6], [-0.1, 1.3, -0.6], [-0.2, 1.3, 1.0], [0.4, 0.1, 0.5], [0.3, -0.2, -0.1], [-0.6, -2.2, 2.1], [-0.2, -0.1, -0.1], [0.0, 0.0, -0.1], [0.2, -0.2, -0.3], [0.1, 0.1, -0.4], [0.1, 0.2, 0.9], [-0.2, -0.1, 0.3], [0.3, 0.1, 0.1], [-0.1, -0.3, -0.4], [-0.2, -0.1, -0.2], [0.0, -0.5, -0.5]], "mulliken_charge": [-1.300, 0.393, -0.505, 0.151, -0.743, -0.324, -0.764, 0.209, 0.383, 0.357, 0.342, 0.432, 0.170, 0.352, 0.236, 0.312, 0.300]}

=====

Entry 4:
{"formula": "C6H10O", "method": "ωB97M-V/def2-TZVPD", "e_homo_ev": -9.77, "relative_energy_kcal_mol": 19.01, "lumo_ev": 1.006, "e_tot_ev": -8430.41612, "smiles": "C[C@H]1C[C@H]1CC=O", "total_charge": 0, "gap_ev": 10.77, "symbols": ["C", "C", "C", "C", "C", "C", "O", "H", "H", "H", "H", "H", "H", "H", "H", "H", "H"], "positions_angstrom": [[-1.7042, -0.3758, 0.4970], [-1.0723, 0.7515, -0.2860], [0.0666, 1.5399, 0.2894], [0.3161, 0.5985, -0.8580], [1.0634, -0.7203, -0.7300], [1.6072, -1.1446, 0.6133], [2.0307, -0.3959, 1.4605], [-2.5295, -0.0068, 1.1118], [-0.9895, -0.8423, 1.1832], [-2.1072, -1.1486, -0.1701], [-1.7708, 1.3102, -0.9068], [0.1250, 2.6042, 0.0820], [0.4504, 1.2506, 1.2612], [0.4671, 1.0720, -1.8270], [1.9474, -0.6998, -1.3804], [0.4586, -1.5447, -1.1178], [1.6409, -2.2480, 0.7776]], "forces_ev_per_angstrom": [[0.0, 0.0, 0.0], [-0.1, 0.0, 0.0], [0.1, 0.1, 0.1], [0.1, 0.0, -0.1], [0.0, 0.0, -0.1], [0.1, 0.2, 0.3], [-0.1, -0.4, -0.2], [0.1, 0.0, -0.1], [-0.1, 0.0, -0.1], [0.1, 0.1, 0.1], [0.1, -0.1, 0.1], [0.0, -0.2, 0.0], [-0.1, 0.0, -0.1], [0.0, -0.1, 0.2], [0.0, 0.0, 0.0], [-0.1, 0.0, 0.0], [0.0, 0.2, 0.0]], "mulliken_charge": [-1.360, 0.201, -0.677, -0.015, -0.743, -0.141, -0.480, 0.377, 0.257, 0.305, 0.386, 0.278, 0.195, 0.343, 0.460, 0.267, 0.347]}

=====

Entry 5:
{"formula": "C6H10O", "method": "ωB97M-V/def2-TZVPD", "e_homo_ev": -9.50, "relative_energy_kcal_mol": 62.34, "lumo_ev": 1.024, "e_tot_ev": -8428.53688, "total_charge": 0, "gap_ev": 10.52, "symbols": ["C", "C", "C", "C", "C", "C", "H", "H", "H", "H", "H", "H", "H", "H", "H", "H", "O"], "positions_angstrom": [[-1.0735, -1.6789, 0.3651], [-0.3961, -0.3829, 0.2196], [0.6095, -0.2416, -0.8432], [0.8052, 1.1935, -1.0509], [-0.1055, 1.4983, 0.1431], [0.3168, 0.5483, 1.2441], [-1.6000, -1.6740, 1.4375], [-0.4537, -2.6407, 0.2343], [-1.8325, -1.9640, -0.5308], [0.4551, -0.8002, -1.7963], [1.5808, -0.8354, -0.4133], [0.4583, 1.5432, -2.0196], [1.9031, 1.5141, -0.9946], [-0.6325, 2.4594, 0.4465], [1.3458, 0.1115, 1.4522], [-0.1259, 0.6971, 2.2181], [-1.2547, 0.6523, -0.1115]], "forces_ev_per_angstrom": [[-2.1, -3.4, 0.7], [0.1, -0.9, 0.3], [4.7, -5.8, -2.1], [1.6, 2.1, 0.4], [-1.7, 3.4, 0.8], [1.4, -2.5, 1.2], [0.8, -0.4, -2.6], [-0.2, 1.7, 0.8], [1.3, 1.5, 2.2], [-0.6, 0.3, 0.7], [-1.8, 1.5, -1.2], [-0.4, 0.1, 0.2], [-1.6, -0.3, 0.4], [1.7, -0.5, -0.6], [-0.7, 1.5, -0.5], [-0.7, 0.1, 0.0], [-1.7, 1.4, -0.6]], "mulliken_charge": [-1.401, 0.793, -0.648, -0.502, 0.038, -0.627, 0.269, 0.290, 0.285, 0.340, 0.207, 0.292, 0.234, 0.389, 0.222, 0.321, -0.500]}

=====

Entry 6:
{"formula": "C6H10O", "method": "ωB97M-V/def2-TZVPD", "e_homo_ev": -9.62, "relative_energy_kcal_mol": 3.17, "lumo_ev": 1.000, "e_tot_ev": -8431.10306, "smiles": "O[C@@H]1C=CCCC1", "total_charge": 0, "gap_ev": 10.62, "symbols": ["O", "C", "C", "C", "C", "C", "C", "H", "H", "H", "H", "H", "H", "H", "H", "H", "H"], "positions_angstrom": [[1.5228, -0.7888, 1.3312], [1.3175, -0.5154, -0.0578], [1.1516, 0.9665, -0.3045], [-0.0549, 1.5335, -0.2314], [-1.3358, 0.7695, 0.0147], [-1.1125, -0.7248, 0.2966], [0.0564, -1.2276, -0.5561], [1.1463, -0.0490, 1.8228], [2.2167, -0.8962, -0.5531], [2.0329, 1.5610, -0.5375], [-0.1554, 2.6061, -0.3960], [-1.9612, 0.8715, -0.8831], [-1.8975, 1.2531, 0.8255], [-0.8784, -0.8759, 1.3583], [-2.0260, -1.2960, 0.1057], [0.1854, -2.3143, -0.5236], [-0.1093, -0.9558, -1.6097]], "forces_ev_per_angstrom": [[0.2, 0.2, 0.1], [0.0, 0.0, -0.3], [-0.2, 0.1, 0.1], [0.1, -0.1, 0.0], [0.0, 0.0, 0.0], [0.0, 0.0, 0.0], [0.0, 0.0, 0.0], [0.1, -0.2, 0.0], [-0.2, 0.1, -0.1], [-0.1, 0.0, 0.2], [0.0, -0.1, 0.0], [0.1, 0.1, 0.1], [0.1, -0.1, -0.1], [0.0, 0.0, -0.2], [0.1, 0.1, -0.1], [-0.1, 0.1, 0.2], [0.1, -0.1, 0.2]], "mulliken_charge": [-0.581, -0.125, -0.602, -0.274, -0.491, -0.726, -0.687, 0.420, 0.365, 0.384, 0.383, 0.288, 0.351, 0.300, 0.342, 0.336, 0.315]}

=====

Entry 7:
{"formula": "C6H10O", "method": "ωB97M-V/def2-TZVPD", "e_homo_ev": -9.42, "relative_energy_kcal_mol": 34.68, "lumo_ev": 1.087, "e_tot_ev": -8429.73669, "total_charge": 0, "gap_ev": 10.51, "symbols": ["C", "C", "C", "C", "O", "C", "C", "H", "H", "H", "H", "H", "H", "H", "H", "H", "H"], "positions_angstrom": [[1.8283, -0.5835, -0.1350], [0.7775, 0.3586, 0.4259], [0.0129, 1.3579, -0.4925], [-1.3323, 0.8588, 0.1136], [-2.0649, -0.0544, -0.7086], [-1.2655, -1.1495, -0.2277], [-0.5737, -0.2633, 0.8313], [2.1102, -1.3136, 0.6332], [2.7362, -0.0636, -0.4578], [1.4410, -1.1452, -0.9920], [1.1972, 0.9015, 1.2823], [0.2399, 2.4188, -0.3337], [0.0894, 1.1308, -1.5593], [-1.9702, 1.5949, 0.6073], [-0.6100, -1.5340, -1.0176], [-1.8740, -1.9774, 0.1585], [-0.7419, -0.5369, 1.8722]], "forces_ev_per_angstrom": [[0.0, 0.0, 0.0], [0.1, -0.1, 0.1], [-0.1, 0.0, -0.1], [0.0, 0.5, 0.1], [-0.1, 0.1, -0.1], [0.2, -0.3, 0.1], [0.0, -0.2, 0.2], [0.0, 0.1, -0.1], [-0.1, 0.0, 0.1], [0.1, 0.1, 0.1], [-0.1, -0.1, -0.1], [0.0, -0.3, 0.0], [-0.1, 0.0, 0.1], [0.0, -0.1, -0.1], [-0.1, 0.0, 0.1], [0.0, 0.2, -0.1], [0.0, 0.0, -0.1]], "mulliken_charge": [-1.414, 0.172, -1.002, 0.215, -0.476, -0.546, -0.226, 0.328, 0.377, 0.324, 0.359, 0.313, 0.284, 0.391, 0.196, 0.283, 0.422]}

=====

Entry 8:
{"formula": "C6H10O", "method": "ωB97M-V/def2-TZVPD", "e_homo_ev": -10.09, "relative_energy_kcal_mol": 45.25, "lumo_ev": 0.974, "e_tot_ev": -8429.27806, "smiles": "C[C@H]1C[C@]2(CO2)C1", "total_charge": 0, "gap_ev": 11.06, "symbols": ["C", "C", "C", "C", "C", "O", "C", "H", "H", "H", "H", "H", "H", "H", "H", "H", "H"], "positions_angstrom": [[-2.2782, -0.1299, 0.1583], [-0.8749, 0.0398, -0.1884], [0.1672, -1.0801, -0.1430], [1.1781, 0.0061, 0.1892], [2.4829, 0.2483, -0.4080], [2.3494, -0.1610, 0.9521], [0.0700, 1.0009, 0.4711], [-2.3770, -0.6887, 1.0913], [-2.9115, 0.7531, 0.2188], [-2.8453, -0.7965, -0.6610], [-1.0764, 0.3580, -1.2859], [0.0068, -1.7681, 0.6956], [0.3340, -1.6708, -1.0490], [2.9228, -0.4929, -1.0759], [2.8348, 1.2700, -0.5542], [0.1531, 2.0053, 0.0473], [-0.1359, 1.1064, 1.5416]], "forces_ev_per_angstrom": [[-3.0, -2.7, -0.1], [-0.6, 1.0, -4.3], [0.0, -0.6, 0.1], [0.2, 0.0, -0.1], [0.2, 0.1, -0.3], [0.0, -0.1, 0.2], [0.3, 0.9, 0.9], [-0.3, 0.1, 0.2], [0.4, 0.4, 0.1], [1.3, 1.2, 1.7], [1.4, -0.3, 1.2], [0.1, 0.1, 0.0], [0.0, 0.1, 0.1], [-0.1, 0.1, 0.1], [-0.1, -0.1, 0.1], [0.0, -0.1, 0.0], [0.1, -0.1, 0.0]], "mulliken_charge": [-1.505, 0.815, -0.863, 0.758, -0.421, -0.543, -0.841, 0.365, 0.334, 0.278, 0.070, 0.254, 0.282, 0.236, 0.234, 0.281, 0.266]}

=====

Entry 9:
{"formula": "C6H10O", "method": "ωB97M-V/def2-TZVPD", "e_homo_ev": -9.63, "relative_energy_kcal_mol": 26.20, "lumo_ev": 1.126, "e_tot_ev": -8430.10410, "smiles": "C[C@H]1OC[C@H]2C[C@H]21", "total_charge": 0, "gap_ev": 10.75, "symbols": ["C", "C", "O", "C", "C", "C", "C", "H", "H", "H", "H", "H", "H", "H", "H", "H", "H"], "positions_angstrom": [[1.3886, 1.3410, -0.8882], [-0.0128, 0.8651, -0.5054], [-0.4120, -0.2231, -1.3460], [-1.3082, -1.0669, -0.6413], [-0.8928, -0.9748, 0.7896], [0.5692, -0.9487, 1.2065], [-0.1630, 0.3340, 0.9170], [1.4244, 1.6476, -1.9395], [2.1343, 0.5524, -0.7363], [1.6773, 2.2032, -0.2707], [-0.7183, 1.6954, -0.6610], [-2.3930, -0.8168, -0.5074], [-1.2805, -2.0403, -1.1398], [-1.8280, -1.2189, 1.2751], [1.3498, -1.2431, 0.4895], [0.8378, -1.1520, 2.2444], [-0.3727, 1.0461, 1.7135]], "forces_ev_per_angstrom": [[-0.1, -0.1, 0.0], [0.0, 0.2, 0.1], [-0.4, 0.2, -0.4], [0.3, -0.2, -0.1], [0.0, 0.0, 0.0], [-0.1, -0.2, 0.0], [-0.1, 0.2, -0.1], [-0.1, -0.1, 0.2], [-0.2, 0.1, 0.0], [-0.1, -0.2, -0.1], [0.0, 0.0, 0.1], [0.5, 0.6, -1.3], [0.2, 0.0, 0.2], [0.8, -0.2, 1.7], [-0.6, -0.1, 0.2], [-0.3, 0.0, -0.3], [0.1, -0.2, -0.1]], "mulliken_charge": [-1.296, 0.149, -0.435, -0.496, -0.044, -0.810, -0.157, 0.346, 0.300, 0.351, 0.305, 0.274, 0.309, 0.320, 0.194, 0.282, 0.408]}

=====

Entry 10:
{"formula": "C6H10O", "method": "ωB97M-V/def2-TZVPD", "e_homo_ev": -9.20, "relative_energy_kcal_mol": 0.55, "lumo_ev": 0.978, "e_tot_ev": -8431.21667, "smiles": "CC1=CCC[C@H]1O", "total_charge": 0, "gap_ev": 10.18, "symbols": ["C", "C", "C", "C", "C", "C", "O", "H", "H", "H", "H", "H", "H", "H", "H", "H", "H"], "positions_angstrom": [[2.2287, 0.0859, 0.0197], [0.7547, -0.1767, -0.0052], [0.0914, -1.2078, 0.5189], [-1.4051, -1.0964, 0.3714], [-1.5875, 0.1737, -0.4922], [-0.1949, 0.8407, -0.6061], [-0.0972, 2.1025, 0.0451], [2.4175, 1.1064, 0.3726], [2.6639, 0.0101, -0.9847], [2.7562, -0.6144, 0.6745], [0.5646, -2.0453, 1.0282], [-1.8854, -1.0086, 1.3557], [-1.8485, -1.9848, -0.0940], [-1.9665, -0.0813, -1.4869], [-2.2976, 0.8824, -0.0553], [0.0619, 1.0667, -1.6478], [-0.2565, 1.9469, 0.9860]], "forces_ev_per_angstrom": [[0.1, 0.0, 0.0], [-0.1, -0.1, 0.1], [0.1, 0.1, 0.0], [0.0, 0.0, 0.0], [0.0, 0.0, 0.0], [0.0, -0.2, -0.2], [-0.1, 0.0, 0.3], [0.0, -0.2, 0.0], [-0.1, 0.0, 0.1], [-0.1, 0.1, -0.1], [-0.1, 0.1, -0.1], [0.1, 0.0, -0.1], [0.1, 0.1, 0.0], [0.1, 0.0, 0.2], [0.1, -0.1, -0.1], [0.0, -0.1, 0.1], [0.0, 0.1, -0.1]], "mulliken_charge": [-1.282, 0.263, -0.400, -0.540, -0.732, 0.101, -0.576, 0.285, 0.277, 0.343, 0.401, 0.258, 0.308, 0.272, 0.302, 0.350, 0.370]}

=====

Number 1 is which compound? C6H10O

=====

Copy entry 1 word for word.
{"formula": "C6H10O", "method": "ωB97M-V/def2-TZVPD", "e_homo_ev": -9.89, "relative_energy_kcal_mol": 18.99, "lumo_ev": 1.052, "e_tot_ev": -8430.41671, "smiles": "O=CCCC1CC1", "total_charge": 0, "gap_ev": 10.94, "symbols": ["O", "C", "C", "C", "C", "C", "C", "H", "H", "H", "H", "H", "H", "H", "H", "H", "H"], "positions_angstrom": [[-1.8310, 0.8300, 1.0004], [-1.9537, 0.6805, -0.1932], [-1.2464, -0.3700, -1.0130], [-0.1893, -1.1798, -0.2619], [1.1302, -0.4609, 0.0323], [1.2843, 1.0362, 0.1240], [1.3965, 0.1912, 1.3599], [-2.6486, 1.3314, -0.7688], [-2.0388, -1.0379, -1.3864], [-0.8341, 0.1125, -1.9097], [0.0382, -2.0666, -0.8660], [-0.6339, -1.5552, 0.6683], [1.9955, -0.9518, -0.4074], [2.1900, 1.4773, -0.2853], [0.4078, 1.6691, 0.0363], [2.3737, 0.0619, 1.8183], [0.5596, 0.2319, 2.0523]], "forces_ev_per_angstrom": [[-0.1, -0.1, -0.5], [0.0, 0.0, 0.3], [0.0, 0.0, 0.0], [0.0, 0.0, 0.0], [0.0, -0.1, -0.1], [0.0, 0.2, -0.1], [0.0, 0.0, 0.2], [0.1, -0.1, 0.1], [0.1, 0.1, 0.0], [0.0, 0.0, 0.1], [0.0, 0.2, 0.1], [0.1, 0.1, -0.1], [-0.1, 0.0, 0.1], [-0.2, -0.1, 0.1], [0.1, -0.1, 0.0], [-0.2, 0.0, -0.1], [0.1, 0.0, -0.1]], "mulliken_charge": [-0.444, -0.058, -0.649, -0.785, 0.018, -0.552, -0.604, 0.339, 0.383, 0.340, 0.422, 0.311, 0.391, 0.276, 0.127, 0.279, 0.207]}